Record 1
Entry from the OMol25 dataset: a molecular structure, C28H46As2N4O12Tc at a distorted geometry (ωB97M-V with the def2-TZVPD basis set).

XYZ file:
```
93
Properties=species:S:1:pos:R:3:forces:R:3
Tc 0.79757 -1.24545 0.02006 2.6 -4.1 2.5
C 1.78971 -3.98999 -2.60208 1.0 1.0 -1.2
C 0.92608 -2.78100 -2.98098 1.0 -1.5 -1.5
O 0.16127 -2.29544 -1.90618 0.3 1.6 2.3
C -1.19023 -2.70572 -1.82593 -1.3 0.4 -2.0
C -1.55912 -3.18959 -0.44918 -2.2 -0.9 0.8
O -0.56990 -2.93718 0.54658 1.5 1.6 0.0
C 0.17263 -4.17267 0.86457 -0.3 -1.4 -0.4
C 1.46106 -3.86458 1.59892 -1.2 0.8 1.6
O 2.12698 -2.79513 0.89503 -0.9 -0.2 -0.2
C 3.47679 -3.09711 0.43427 0.1 -1.0 -1.0
C 3.40764 -4.07675 -0.75063 2.1 -0.1 -0.1
O 2.93631 -3.45377 -1.93149 -1.1 0.1 1.1
H 2.18970 -4.46208 -3.52122 -0.6 0.1 0.3
H 1.23719 -4.73082 -2.04750 -0.1 -0.3 0.4
H 0.28293 -3.01644 -3.82013 -0.4 -0.2 0.0
H 1.55109 -1.99690 -3.37095 0.5 0.4 0.2
H -1.32897 -3.47499 -2.61296 -0.1 0.1 0.7
H -1.86516 -1.86954 -2.15304 0.7 -0.4 0.4
H -1.71478 -4.28695 -0.47123 -0.1 0.6 0.1
H -2.52240 -2.72141 -0.08482 1.1 -0.5 -0.4
H 0.36808 -4.65842 -0.11808 0.1 0.3 0.7
H -0.54168 -4.84141 1.42831 0.9 0.8 -0.3
H 2.10051 -4.74116 1.75865 -0.2 0.1 -0.4
H 1.22202 -3.47877 2.64271 0.3 -0.5 -1.3
H 4.08980 -3.59124 1.22723 -0.6 0.8 -0.2
H 3.86874 -2.12533 0.11083 0.3 -0.3 0.2
H 2.92370 -5.03874 -0.47747 0.0 0.6 -0.3
H 4.49102 -4.32753 -0.95841 -1.0 0.0 0.3
C 0.10358 -0.82228 2.94118 -1.5 -0.6 0.7
N 0.24822 -0.20578 4.22175 -0.7 1.7 0.1
C 1.46736 -0.63881 4.89953 0.4 -0.5 -0.2
N 2.66059 -0.21116 4.08325 -1.0 -0.5 -1.1
C 2.50018 -0.87212 2.77668 1.1 -0.8 1.0
N 1.21966 -0.48760 2.00787 0.1 1.4 -0.8
C 1.28560 1.07044 1.96989 -0.1 1.0 0.6
N 1.43162 1.67930 3.26543 -0.5 -0.4 0.3
C 0.26056 1.29504 4.10883 0.3 0.1 -0.5
C 2.66813 1.26035 3.91840 -0.3 -0.8 0.0
H -0.86215 -0.55748 2.47422 0.8 0.0 0.4
H 0.11569 -1.90195 3.11566 0.0 0.0 -0.2
H 1.41178 -1.76422 4.96662 0.4 1.1 0.0
H 1.54677 -0.23721 5.92528 -0.1 0.0 -0.6
H 2.37087 -1.94066 3.06789 0.4 0.8 -0.7
H 3.37685 -0.69808 2.10836 -0.6 -0.1 0.6
H 0.38292 1.51757 1.52333 0.0 -0.6 0.2
H 2.13818 1.34656 1.35679 0.3 -0.1 -0.2
H -0.58991 1.82380 3.61765 0.0 -1.3 0.4
H 0.31716 1.73122 5.11569 0.3 -0.2 -0.3
H 2.73956 1.70810 4.90506 0.1 0.2 -0.1
H 3.49029 1.55660 3.28028 0.4 0.0 0.1
C -4.89190 -0.56916 1.15179 -0.7 0.5 -1.3
O -3.93949 -0.25209 0.04062 -0.3 0.7 -0.1
C -2.74310 0.14680 0.41925 -1.5 -2.4 3.5
O -2.38794 -0.04436 1.61016 0.5 1.6 -3.7
C -2.01209 0.80081 -0.67558 1.2 0.1 0.5
C -2.60074 1.63355 -1.57397 -1.0 0.2 0.6
As -2.69234 3.52352 -0.81439 1.2 0.1 -2.4
C -2.82519 4.36013 -2.67308 -1.5 0.8 0.6
C -0.68733 3.65535 -0.79557 1.4 -1.3 0.4
C 0.32235 2.72006 -0.84863 -2.7 1.1 1.3
As -0.08999 0.76876 -0.89163 -1.1 2.9 -2.2
C 0.03824 0.79421 -2.87201 0.2 -0.7 -0.3
C 1.73164 3.10323 -1.02868 2.4 1.6 -0.1
O 2.28310 4.07504 -0.55253 -1.6 -1.4 0.0
O 2.34895 2.28044 -1.89671 -0.1 -0.1 0.5
C 3.61524 2.88136 -2.37078 -1.0 -0.1 -1.3
C -0.38729 5.13484 -0.93922 0.0 3.4 -1.9
O 0.30485 5.60165 -1.83617 -1.7 -1.7 2.7
O -1.24042 5.95057 -0.11713 2.3 -2.0 -0.7
C -0.37936 6.63349 0.90430 1.6 0.0 -0.5
C -3.61248 1.06130 -2.51470 -2.5 -0.1 -2.0
O -4.44165 1.72501 -3.10284 1.3 0.2 1.3
O -3.55412 -0.27379 -2.66575 1.1 1.1 1.1
C -4.79997 -0.88054 -3.04397 -1.4 -0.4 -0.2
H -5.62262 -1.25571 0.71025 0.4 0.0 0.2
H -5.43048 0.36759 1.39184 0.6 -0.5 0.1
H -4.28862 -0.96741 1.93058 -0.2 -0.3 0.8
H -3.38021 3.65907 -3.32145 0.5 0.4 0.4
H -1.88871 4.73543 -3.05864 0.5 -0.4 0.0
H -3.44996 5.26874 -2.53455 0.2 -0.6 0.0
H -0.12118 1.81614 -3.22979 0.0 -0.2 0.2
H -0.69115 0.11791 -3.31327 -0.1 -0.1 0.0
H 1.04328 0.47628 -3.18794 -0.3 0.2 0.3
H 4.20203 2.09074 -2.82043 -0.1 -0.1 -0.1
H 4.09529 3.33634 -1.54929 0.7 0.4 0.7
H 3.28267 3.64176 -3.10320 0.6 -0.4 0.3
H -0.03078 7.65062 0.58099 -1.0 -0.9 0.1
H 0.58032 6.05213 1.01095 -1.0 0.3 0.0
H -0.92870 6.60558 1.83345 -0.1 0.3 0.0
H -5.18884 -1.43564 -2.16618 0.4 0.3 -0.4
H -4.56922 -1.57458 -3.85214 -0.3 0.2 0.0
H -5.54418 -0.10069 -3.32848 0.7 -0.9 0.0
```
Forces are in eV/Å.

Output
spin multiplicity = 4
total charge = +4
gap between HOMO and LUMO (alpha / beta) = 4.29 / 4.45 eV
E_HOMO (alpha / beta) = -19.1 / -19.0 eV

Record 2
Entry from the OMol25 dataset: a molecular structure, C28H46BN8OS3Si4Ti at a distorted geometry (ωB97M-V with the def2-TZVPD basis set).

XYZ file:
```
92
Properties=species:S:1:pos:R:3:forces:R:3
Ti -1.19264 -0.64615 -0.40119 -0.1 0.9 0.4
C -1.06811 2.75302 -2.27118 0.0 0.0 0.0
N -1.54950 3.54509 -1.16150 0.0 0.0 0.0
C -1.60027 4.92543 -1.13767 0.0 0.0 0.0
C -2.20951 5.26888 0.01726 0.0 0.0 0.0
N -2.54740 4.12117 0.68682 0.0 -0.2 -0.2
B -3.33239 4.07595 2.03610 0.0 0.0 0.1
N -2.51101 3.26716 3.08275 -0.2 0.0 0.0
C -3.06633 2.26575 3.84677 0.1 -0.1 0.0
C -2.09073 1.69364 4.58362 0.0 0.0 0.0
N -0.92054 2.35317 4.25521 0.0 0.0 0.0
C 0.38883 2.09510 4.80043 0.0 0.0 0.0
C -1.18991 3.33610 3.34640 0.1 0.1 0.0
S -0.04225 4.42096 2.74344 0.1 0.0 0.0
C -2.13265 3.06984 -0.04146 0.0 0.1 0.2
S -2.44671 1.43290 0.39646 0.1 -0.1 -0.1
H -0.43208 3.38610 -2.88352 0.0 0.0 -0.1
H -1.90050 2.37986 -2.86973 0.0 0.0 0.0
H -0.48720 1.90867 -1.90584 0.0 0.0 0.0
H -1.17619 5.51736 -1.92914 0.0 0.0 0.0
H -2.41251 6.23460 0.44280 0.0 0.0 0.0
H -3.52823 5.21764 2.39000 0.1 0.0 0.0
H -4.36786 3.47045 1.87354 0.0 0.0 0.0
H -4.10951 2.01884 3.76065 0.0 0.0 0.0
H -2.11037 0.87439 5.28078 0.0 0.0 0.0
H 0.38721 1.10512 5.25511 0.0 0.0 0.0
H 0.66040 2.84589 5.54493 0.0 0.0 0.0
H 1.12441 2.13880 3.99918 0.0 0.0 0.0
N -5.24043 -1.53429 0.82084 0.0 0.0 0.0
C -4.08525 -1.38273 0.12640 0.0 0.0 0.0
O -2.99861 -1.29344 0.74877 0.1 0.1 -0.1
C -4.11123 -1.36804 -1.30028 0.0 0.0 0.0
C -5.30157 -1.50467 -2.04540 0.0 0.1 -0.1
N -6.30822 -1.60111 -2.60416 0.0 -0.1 0.0
C -2.86988 -1.13113 -1.89223 -0.2 -0.1 -0.2
N -1.84075 -0.95051 -2.44562 -0.1 -0.1 -0.3
H -5.19063 -1.28513 1.79421 0.0 0.0 0.0
H -6.11385 -1.38096 0.34474 0.0 0.0 0.0
S -0.64279 -5.04498 -0.90209 0.0 -0.1 0.0
C -0.36279 -3.35485 -0.92198 0.1 -0.1 0.0
N -0.68656 -2.70050 0.14785 -0.1 -0.4 0.0
C -1.17835 -3.56747 1.12604 0.1 0.1 0.0
C -1.57734 -3.19796 2.41186 0.0 -0.1 0.0
C -2.00863 -4.18741 3.26715 0.0 0.0 0.0
C -2.05304 -5.52890 2.86114 0.0 0.0 0.1
C -1.66281 -5.90350 1.59486 0.0 0.0 -0.1
C -1.21935 -4.90463 0.72736 0.0 0.0 0.1
H 0.06101 -2.86536 -1.78315 0.0 0.0 -0.1
H -1.55751 -2.15900 2.70480 0.0 0.0 0.0
H -2.32284 -3.92687 4.26942 0.0 0.0 0.0
H -2.39814 -6.28217 3.55793 0.0 0.0 0.0
H -1.69642 -6.93908 1.28322 0.0 0.0 0.0
C 2.77410 -3.21241 0.27430 0.0 0.0 0.0
Si 2.45990 -1.36240 0.58462 0.0 0.0 -0.1
C 4.12293 -0.77205 1.27383 0.0 -0.1 0.0
C 1.31676 -1.22544 2.11083 0.1 0.0 0.1
Si 1.43794 -0.16954 -1.18455 0.2 -0.1 -0.1
Si 2.91829 1.66947 -1.40223 -0.1 -0.1 0.0
C 4.76840 1.24749 -1.41123 0.0 0.1 0.1
C 2.72072 2.93426 -0.02713 0.1 0.0 0.0
C 2.70825 2.61218 -3.03717 -0.1 0.0 0.0
Si 1.95697 -1.10540 -3.30236 0.0 0.0 0.1
C 1.49001 -2.91744 -3.67609 0.0 0.0 -0.1
C 3.76055 -1.05620 -3.88220 0.0 0.0 -0.1
C 0.98354 -0.13883 -4.60284 0.1 0.0 0.0
H 3.49639 -3.57894 1.01116 0.0 0.0 0.0
H 3.19609 -3.38595 -0.71894 0.0 0.0 0.0
H 1.87544 -3.82434 0.37147 0.0 0.0 0.0
H 4.27738 -1.29754 2.22310 0.1 0.0 0.0
H 4.14363 0.29833 1.48050 0.0 0.0 0.0
H 4.95731 -1.01427 0.61218 0.0 0.0 0.0
H 1.03595 -2.20961 2.49520 0.0 0.0 0.0
H 0.39823 -0.65283 1.94448 0.0 0.0 -0.1
H 1.84692 -0.69775 2.90937 0.0 0.0 0.0
H 5.14922 1.17760 -0.39308 0.0 0.0 0.0
H 5.29762 2.07452 -1.89827 0.0 0.0 0.0
H 5.02689 0.32845 -1.93229 0.0 0.0 0.0
H 2.96399 2.52090 0.95508 0.0 0.0 0.0
H 1.71906 3.35402 0.05181 -0.1 0.0 0.0
H 3.42646 3.74777 -0.23323 -0.1 0.0 0.1
H 3.23780 2.12247 -3.85826 0.0 0.0 0.0
H 3.13197 3.61499 -2.92225 0.0 0.0 0.0
H 1.66595 2.71474 -3.33587 0.0 0.1 0.0
H 1.86542 -3.64811 -2.95493 0.0 0.0 0.0
H 1.95539 -3.14566 -4.64076 0.0 0.0 0.0
H 0.41364 -3.05249 -3.80995 0.0 0.0 0.0
H 4.42700 -1.64277 -3.24513 0.0 0.0 0.0
H 4.16123 -0.04475 -3.94637 0.0 0.0 0.0
H 3.78344 -1.49008 -4.88840 0.1 0.0 0.0
H -0.06990 -0.06980 -4.32545 0.0 0.0 0.0
H 1.05119 -0.65473 -5.56704 0.0 0.0 0.0
H 1.37746 0.87104 -4.73463 0.0 0.0 0.0
```
Forces are in eV/Å.

Output
spin multiplicity = 3
total charge = -1
gap between HOMO and LUMO (alpha / beta) = 6.34 / 6.34 eV
E_HOMO (alpha / beta) = -4.4 / -4.4 eV

Question: Which of these has the highest spin multiplicity?
Answer: C28H46As2N4O12Tc